1.
{"formula": "C3H12NO2", "method": "wB97M-V/def2-TZVPD", "largest_force_ev_per_a": 5.38, "e_lumo_ev": -3.2, "charge": 1, "gap_ev": 11.026, "symbols": ["H", "C", "C", "H", "H", "H", "H", "N", "O", "H", "C", "H", "H", "O", "H", "H", "H", "H"], "positions_angstrom": [[-2.88, -1.43, -1.97], [0.32, -0.17, 0.89], [-0.62, -0.19, 2.00], [1.89, 1.86, -2.68], [-3.03, -2.25, -0.66], [-0.70, 1.56, -0.33], [-0.91, 0.05, -0.83], [-0.13, 0.59, -0.37], [-2.50, -1.55, -1.06], [-1.26, -1.09, 2.12], [1.43, -0.91, 0.68], [1.97, -0.90, -0.22], [-1.34, 0.75, 2.03], [2.14, 2.04, -1.64], [1.93, -1.42, 1.46], [3.09, 2.06, -1.60], [-0.11, 0.09, 3.05], [0.70, 0.91, -0.84]], "lowdin_charge": [0.080, -0.331, -0.078, 0.160, 0.057, 0.233, 0.139, 0.185, -0.078, 0.094, 0.127, 0.060, 0.120, -0.110, 0.085, 0.042, 0.144, 0.071]}

---

2.
{"formula": "C3H12NO2", "method": "wB97M-V/def2-TZVPD", "largest_force_ev_per_a": 0.85, "e_lumo_ev": -3.0, "charge": 1, "gap_ev": 11.305, "symbols": ["H", "O", "C", "N", "C", "H", "H", "H", "H", "H", "H", "H", "H", "H", "O", "H", "C", "H"], "positions_angstrom": [[-0.48, 1.77, 0.22], [0.21, -2.55, 0.80], [-0.19, 1.22, -1.79], [-1.10, -0.28, -0.08], [0.21, 2.56, -2.29], [-0.52, -0.64, 0.68], [0.32, -3.50, 0.84], [0.31, 3.32, -1.53], [0.91, -1.03, 3.76], [0.56, -2.16, 1.63], [-0.53, 2.92, -3.02], [2.10, -0.84, 2.84], [-1.11, -1.00, -0.80], [-2.07, -0.20, 0.22], [1.13, -0.93, 2.82], [-0.08, 0.39, -2.50], [-0.60, 1.03, -0.55], [1.13, 2.46, -2.86]], "lowdin_charge": [0.129, -0.072, -0.114, 0.195, -0.072, 0.112, 0.064, 0.084, 0.078, -0.005, 0.096, 0.084, 0.161, 0.179, -0.047, 0.129, -0.090, 0.090]}

---

3.
{"formula": "C3H12NO2", "method": "wB97M-V/def2-TZVPD", "largest_force_ev_per_a": 1.96, "e_lumo_ev": -4.4, "charge": 1, "gap_ev": 11.362, "symbols": ["H", "H", "O", "O", "C", "H", "N", "H", "H", "H", "H", "H", "H", "H", "C", "H", "C", "H"], "positions_angstrom": [[-2.25, -0.39, -2.15], [-0.24, -0.97, -1.07], [2.62, -1.22, 1.12], [2.19, 0.81, -0.74], [-0.95, 1.38, 1.01], [-1.10, -1.35, 0.38], [-0.34, 0.60, 0.23], [0.67, 0.76, 0.00], [3.12, -0.55, 1.60], [2.53, 0.00, -0.34], [-2.97, -1.14, -0.73], [-0.58, 2.17, 1.64], [-2.75, 0.61, -0.75], [2.65, -2.03, 1.64], [-0.97, -0.58, -0.37], [2.72, 1.01, -1.52], [-2.32, -0.34, -1.07], [-2.02, 1.23, 1.11]], "lowdin_charge": [0.085, 0.126, -0.052, -0.040, 0.168, 0.131, 0.053, 0.104, 0.069, 0.020, 0.085, 0.126, 0.069, 0.068, -0.173, 0.084, -0.041, 0.120]}

---

4.
{"formula": "C3H12NO2", "method": "wB97M-V/def2-TZVPD", "largest_force_ev_per_a": 1.60, "e_lumo_ev": [-9.3, -13.1], "charge": 2, "spin_multiplicity": 2, "gap_ev": [11.112, 7.404], "symbols": ["C", "H", "H", "O", "N", "H", "H", "H", "C", "H", "C", "H", "H", "H", "H", "H", "O", "H"], "positions_angstrom": [[0.87, 0.76, 0.92], [2.10, 2.15, 1.83], [0.53, 2.82, 1.17], [0.52, -2.54, 0.22], [0.05, -0.35, -1.11], [0.57, -0.47, -1.98], [0.25, -2.99, 1.03], [-1.03, -0.41, -1.28], [0.43, 0.82, -0.42], [0.23, -1.23, -0.49], [1.01, 1.97, 1.66], [0.61, 1.87, 2.67], [1.30, -3.02, -0.09], [-3.07, -0.70, -2.17], [0.26, 1.71, -1.00], [1.10, -0.18, 1.37], [-2.56, -0.38, -1.42], [-3.18, 0.17, -0.91]], "lowdin_charge": [0.080, 0.177, 0.122, 0.002, 0.179, 0.201, 0.113, 0.123, 0.101, 0.091, 0.008, 0.146, 0.112, 0.115, 0.171, 0.145, 0.007, 0.108]}